1.
Entry from the OMol25 dataset: the molecule C5H9NO (ωB97M-V/def2-TZVPD).

Each line ends with the natural charge from an NBO analysis.
Atoms and positions in Å:
C (0.9113, 1.1388, 0.6910)  -0.6059
C (0.1836, 0.0584, -0.1124)  0.0452
C (1.1622, -0.8816, -0.8193)  -0.6057
C (-0.8191, -0.6784, 0.8095)  -0.0922
O (-2.1143, -0.2469, 0.3559)  -0.4953
C (-1.8735, 0.4566, -0.7745)  0.3824
N (-0.6837, 0.6839, -1.1362)  -0.4754
H (1.6514, 1.6799, 0.0946)  0.2204
H (1.4231, 0.6706, 1.5422)  0.2052
H (0.1858, 1.8595, 1.0872)  0.2144
H (1.9670, -1.2021, -0.1473)  0.2071
H (0.6447, -1.7743, -1.1908)  0.2100
H (1.6094, -0.3723, -1.6807)  0.2272
H (-0.7718, -1.7684, 0.7177)  0.1847
H (-0.7056, -0.3997, 1.8616)  0.1900
H (-2.7706, 0.7760, -1.2986)  0.1878

Cartesian forces, eV/Å:
0.017 0.031 0.056
0.215 -0.040 -0.012
0.044 -0.055 0.012
0.156 -0.130 0.142
-0.053 -0.031 -0.071
0.065 0.149 -0.210
-0.378 -0.084 0.236
-0.143 -0.095 -0.014
-0.024 0.111 -0.170
0.139 -0.098 -0.078
-0.142 0.023 -0.061
0.074 0.178 0.044
-0.063 -0.042 0.222
0.009 0.120 -0.013
-0.078 -0.052 -0.160
0.161 0.017 0.076

Values from the calculation:
Relative energy (zero: lowest compared OMol25 entry of this formula, charge and spin), eV: 0.939
SMILES: CC1(C)COC=N1



2.
Entry from the OMol25 dataset: the molecule C6H10O (ωB97M-V/def2-TZVPD).

Each line ends with the natural charge from an NBO analysis.
Atoms and positions in Å:
C (0.4431, -1.2607, 0.5372)  -0.4274
C (1.3430, -0.3901, -0.3410)  -0.0665
O (0.7685, 0.0609, -1.5487)  -0.5319
C (-0.4663, 0.7596, -1.4426)  -0.1113
C (-0.6395, 1.5700, -0.1805)  -0.2334
C (-0.7929, 0.9578, 0.9939)  -0.1582
C (-0.8224, -0.5514, 1.0969)  -0.4632
H (1.0681, -1.6158, 1.3656)  0.2101
H (0.1442, -2.1514, -0.0257)  0.2097
H (1.6995, 0.4646, 0.2491)  0.1667
H (2.2203, -0.9677, -0.6467)  0.1938
H (-0.5159, 1.3968, -2.3294)  0.1956
H (-1.2923, 0.0348, -1.5082)  0.1658
H (-0.6167, 2.6556, -0.2459)  0.2096
H (-0.8927, 1.5461, 1.9038)  0.2067
H (-1.7021, -0.9073, 0.5429)  0.2162
H (-0.9832, -0.8526, 2.1362)  0.2175

Cartesian forces, eV/Å:
-0.007 0.002 -0.054
0.128 -0.072 0.255
0.050 0.001 -0.078
-0.260 0.106 -0.035
0.069 -0.080 0.158
0.035 0.081 -0.156
-0.048 -0.025 0.008
-0.068 0.077 -0.086
0.019 0.102 0.053
-0.010 -0.086 -0.061
-0.101 0.060 0.048
-0.028 -0.076 0.121
0.058 0.043 -0.021
0.016 -0.161 0.038
-0.004 -0.072 -0.116
0.125 0.053 0.064
0.027 0.049 -0.137

Values from the calculation:
Relative energy (zero: lowest compared OMol25 entry of this formula, charge and spin), eV: 0.819
SMILES: C1=CCOCCC1



3.
Entry from the OMol25 dataset: a cluster of 8 separate species, C20H34N6O4 in total (ωB97M-V/def2-TZVPD).

Each line ends with the natural charge from an NBO analysis.
Atoms and positions in Å:
O (-3.6575, 0.6407, 2.7092)  -0.6175
C (-4.4468, 0.4695, 1.8116)  0.7983
O (-4.5685, -0.7610, 1.2970)  -0.5108
C (-3.7643, -1.7756, 1.9178)  -0.0754
C (-3.7067, -2.8846, 0.9120)  -0.6202
C (-5.3225, 1.5208, 1.1810)  -0.7192
H (-4.2559, -2.1728, 2.7694)  0.1769
H (-2.7962, -1.3705, 2.2012)  0.2115
H (-4.6771, -3.1607, 0.5746)  0.2115
H (-3.2163, -3.7108, 1.3764)  0.2119
H (-3.0872, -2.5938, 0.0313)  0.2127
H (-4.7248, 2.4388, 1.1972)  0.2415
H (-6.1699, 1.7853, 1.7519)  0.2417
H (-5.6678, 1.2076, 0.1743)  0.2378
O (-0.0102, 2.7002, 0.8202)  -0.6084
C (0.0731, 3.4094, 1.7654)  0.8168
O (1.2854, 4.0048, 2.0987)  -0.5442
C (2.4737, 3.7976, 1.3060)  -0.0843
C (2.6809, 5.0131, 0.4533)  -0.6218
C (-0.9898, 3.8552, 2.7278)  -0.7256
H (2.3550, 2.9575, 0.6484)  0.2102
H (3.3277, 3.5837, 2.0045)  0.1946
H (1.8901, 5.2238, -0.2217)  0.2139
H (3.5501, 4.8104, -0.1450)  0.2098
H (2.9316, 5.8393, 1.2212)  0.2048
H (-1.6009, 2.9936, 2.9130)  0.2547
H (-1.6487, 4.6209, 2.1726)  0.2362
H (-0.6424, 4.4324, 3.5732)  0.2438
C (1.8621, -1.6313, 4.9847)  -0.7260
C (1.2908, -2.3279, 3.8530)  0.2958
N (0.9147, -2.9509, 2.9705)  -0.3456
H (2.2603, -2.3576, 5.7063)  0.2512
H (1.1036, -1.0660, 5.4835)  0.2515
H (2.6477, -0.9801, 4.6201)  0.2721
C (2.4523, -2.1780, -3.9203)  -0.7372
C (1.4353, -2.7075, -3.0537)  0.3093
N (0.6756, -3.1942, -2.3355)  -0.3653
H (3.4012, -2.3807, -3.4024)  0.2584
H (2.1981, -1.1636, -4.2809)  0.2836
H (2.3928, -2.8529, -4.7843)  0.2481
C (-2.3317, -5.2955, -1.9481)  -0.7391
C (-2.5176, -4.1168, -2.7356)  0.2990
N (-2.6979, -3.1883, -3.3742)  -0.3434
H (-1.5494, -5.0978, -1.2641)  0.2703
H (-1.8309, -6.0639, -2.6272)  0.2553
H (-3.2734, -5.7683, -1.4714)  0.2574
C (5.1210, -0.4893, 1.3574)  -0.7343
C (4.9865, 0.1083, 2.6792)  0.3036
N (4.7476, 0.7230, 3.6052)  -0.3641
H (6.1292, -0.2683, 1.0972)  0.2415
H (4.4428, -0.1351, 0.5828)  0.3003
H (4.9994, -1.6366, 1.4927)  0.2492
C (-0.1449, 0.0914, -0.9189)  -0.7282
C (1.2249, 0.3015, -0.4081)  0.3704
N (2.3528, 0.4843, -0.2340)  -0.4326
H (-0.1761, -0.1726, -1.9643)  0.2673
H (-0.4848, 1.1253, -0.9084)  0.2723
H (-0.7794, -0.5632, -0.3725)  0.2534
C (0.5323, 1.6212, -7.0403)  -0.7457
C (0.6653, 1.1554, -5.6975)  0.2986
N (0.8016, 0.7845, -4.6222)  -0.3472
H (1.4187, 2.2885, -7.1984)  0.2625
H (-0.4581, 2.2177, -7.2567)  0.2697
H (0.5733, 0.8108, -7.8562)  0.2668

Cartesian forces, eV/Å:
-0.209 1.083 0.198
0.366 -0.727 0.652
-0.681 0.459 -0.300
0.139 -0.061 -1.183
1.627 0.715 -0.892
1.137 -0.177 -1.112
-0.574 0.135 1.157
-0.015 -0.089 -0.073
-0.817 -0.262 -0.209
0.287 -0.839 0.241
-0.506 -0.172 0.495
-0.038 -0.180 -0.524
-1.035 -0.225 0.951
0.414 0.369 0.577
-0.878 -0.873 -0.861
2.611 1.770 1.000
-0.810 -0.320 0.586
-0.376 -0.463 0.115
1.768 1.004 2.454
-1.076 1.485 -1.797
-0.231 -0.749 0.002
-0.918 0.376 -0.562
-0.972 0.326 -0.225
0.649 0.198 -0.322
-0.588 -0.687 -1.755
-0.438 -0.274 0.589
0.838 -1.263 0.509
0.339 -0.536 0.311
0.361 -0.402 0.152
0.195 -0.296 0.125
-0.328 -0.151 -0.440
0.012 0.199 -0.301
-0.414 0.510 0.272
0.190 0.203 0.157
-0.112 -0.598 -0.774
-1.148 -0.349 1.250
0.339 0.271 -0.436
-0.076 0.779 -0.447
0.575 -0.398 0.615
0.378 0.251 -0.103
-0.325 -2.707 -0.751
-0.700 0.039 0.035
-0.074 0.696 -0.461
0.505 0.245 1.263
-0.948 0.724 0.731
1.576 1.116 -0.831
0.019 -2.491 0.863
-0.967 -0.037 -1.792
-0.041 0.555 1.630
0.904 -0.167 -0.679
-0.251 0.219 0.476
0.266 1.892 -0.466
0.815 1.734 -0.160
0.654 -0.896 -0.868
-0.929 -0.092 0.204
0.540 -0.424 -0.279
-0.785 -0.045 0.250
-0.229 -0.398 0.738
-0.750 1.114 -2.818
-0.407 -0.573 0.430
0.054 -0.063 0.252
-0.910 -0.352 -0.192
1.988 -1.095 0.760
0.009 0.961 1.574

Values from the calculation:
Relative energy (zero: lowest compared OMol25 entry of this formula, charge and spin), eV: 0.025
SMILES: CCOC(C)=O.CCOC(C)=O.CC#N.CC#N.CC#N.CC#N.CC#N.CC#N



4.
Entry from the OMol25 dataset: the molecule C23H28N4O2 (ωB97M-V/def2-TZVPD).

Each line ends with the natural charge from an NBO analysis.
Atoms and positions in Å:
C (-6.1126, -2.6554, -2.0763)  -0.6274
C (-5.4473, -1.5786, -1.2759)  -0.0135
C (-6.1936, -0.6429, -0.5701)  -0.2052
C (-5.5730, 0.3408, 0.1756)  -0.1970
C (-4.1872, 0.4139, 0.2373)  -0.0657
C (-3.4369, -0.5194, -0.4622)  -0.1600
C (-4.0624, -1.5015, -1.2093)  -0.2196
H (-3.4625, -2.2176, -1.7519)  0.2119
H (-2.3578, -0.4833, -0.4351)  0.2128
C (-3.5488, 1.5083, 1.0670)  -0.2258
N (-2.1185, 1.5617, 0.9420)  -0.3106
C (-1.4632, 2.2188, -0.0590)  0.2074
C (-0.1129, 2.0041, 0.1240)  -0.1641
C (0.0343, 1.1732, 1.2816)  -0.1703
C (-1.2357, 0.9111, 1.7590)  0.1751
C (-1.6648, 0.0887, 2.9199)  -0.6494
H (-0.7964, -0.3912, 3.3622)  0.2330
H (-2.3707, -0.6837, 2.6125)  0.2272
H (-2.1414, 0.7026, 3.6863)  0.2206
C (1.3536, 0.8229, 1.6650)  0.0563
N (2.3782, 1.2297, 0.9976)  -0.2657
N (2.2370, 1.9960, -0.0986)  -0.2551
C (1.0350, 2.4612, -0.6243)  0.6389
O (1.0125, 3.1801, -1.6084)  -0.6240
C (3.4766, 2.3673, -0.7519)  -0.3209
H (4.1372, 2.8559, -0.0283)  0.2161
H (3.2231, 3.0651, -1.5525)  0.2718
C (4.2336, 1.1739, -1.3613)  0.6722
O (4.6740, 1.1936, -2.4903)  -0.6223
N (4.3925, 0.1616, -0.4947)  -0.6422
H (3.9138, 0.2350, 0.3974)  0.4222
C (4.9829, -1.1097, -0.8417)  -0.0595
C (6.0165, -1.5236, 0.2078)  -0.4060
H (6.6393, -0.6869, 0.5187)  0.2186
H (6.6573, -2.3032, -0.2047)  0.2038
C (5.1639, -2.0835, 1.3447)  -0.4088
H (5.7317, -2.7465, 1.9958)  0.2132
H (4.7785, -1.2655, 1.9550)  0.1937
C (4.0109, -2.8154, 0.6416)  -0.4143
H (4.2077, -3.8867, 0.6048)  0.2055
H (3.0725, -2.6724, 1.1764)  0.2044
C (3.9406, -2.2384, -0.7847)  -0.4159
H (2.9494, -1.8556, -1.0251)  0.2157
H (4.1897, -3.0021, -1.5202)  0.2110
H (5.4113, -0.9866, -1.8393)  0.2396
H (1.5692, 0.2088, 2.5270)  0.1977
C (-2.1493, 2.9937, -1.1201)  -0.6690
H (-1.3957, 3.3588, -1.8129)  0.2738
H (-2.8641, 2.3716, -1.6594)  0.2251
H (-2.6829, 3.8491, -0.7030)  0.2176
H (-3.9627, 2.4746, 0.7607)  0.2258
H (-3.8057, 1.3568, 2.1203)  0.2236
H (-6.1691, 1.0635, 0.7150)  0.2079
H (-7.2726, -0.6819, -0.6075)  0.2111
H (-5.5955, -2.8076, -3.0213)  0.2206
H (-7.1511, -2.4058, -2.2781)  0.2160
H (-6.0885, -3.5973, -1.5274)  0.2221

Cartesian forces, eV/Å:
0.014 -0.056 0.039
0.044 0.022 -0.014
0.023 -0.005 0.002
0.121 0.021 0.035
0.012 -0.001 0.010
0.036 0.086 0.075
-0.118 -0.005 0.003
0.064 -0.077 -0.074
0.138 0.046 0.017
-0.483 -0.047 0.012
0.356 0.127 -0.006
0.508 0.215 -0.336
-0.488 -0.300 0.439
-0.688 0.357 -0.519
0.581 -0.215 0.241
-0.118 0.114 -0.057
0.012 -0.052 0.048
-0.028 -0.090 0.064
-0.020 -0.045 0.088
0.324 0.035 -0.050
-0.028 -0.411 0.971
-0.237 0.253 -0.315
-0.064 0.084 -0.084
-0.103 0.060 -0.106
0.301 0.185 -0.417
-0.103 -0.007 -0.039
0.130 -0.193 0.181
-0.258 0.360 0.332
0.114 0.111 -0.405
0.071 -0.403 0.431
0.093 0.116 -0.173
0.211 -0.042 -0.368
-0.068 0.075 -0.011
0.088 0.011 -0.061
0.055 -0.064 -0.025
0.110 -0.101 -0.002
-0.013 0.060 0.114
0.008 0.046 0.088
-0.078 -0.079 0.080
-0.052 -0.029 0.044
-0.036 -0.089 0.031
-0.005 0.016 -0.125
0.006 -0.010 -0.098
-0.017 -0.031 -0.042
-0.049 -0.046 0.146
0.071 -0.056 0.089
-0.087 0.021 -0.008
-0.031 0.019 -0.022
-0.073 0.008 -0.066
-0.059 0.068 -0.028
0.083 -0.094 0.120
0.074 0.112 -0.119
-0.093 0.091 0.056
-0.113 -0.010 -0.023
-0.024 -0.045 -0.079
-0.067 -0.033 -0.052
-0.047 -0.085 -0.031

Values from the calculation:
Relative energy (zero: lowest compared OMol25 entry of this formula, charge and spin), eV: 1.191
SMILES: Cc1ccc(Cn2c(C)c3cnn(CC(=O)NC4CCCC4)c(=O)c3c2C)cc1



no.,largest force on an atom (eV/Å),gap between HOMO and LUMO (eV),HOMO level (eV)
1,0.45,10.5606,-9.61
2,0.29,10.4485,-9.36
3,3.31,10.6535,-10.15
4,1.05,8.3886,-7.93